Density functional theory data (ωB97M-V/def2-TZVPD) for a molecular structure, C47H61BBaBrN4O4P2S.

Its total charge is -1. The frontier orbital gap comes out at 4.54 eV.

```
122
Properties=species:S:1:pos:R:3:lowdin_charge:R:1
Ba 1.577 -0.819 0.469 1.510
Br 4.311 -8.072 -1.539 0.762
C 3.645 -6.399 -1.773 -0.796
C 4.572 -5.416 -2.161 -0.158
C 4.231 -4.100 -2.114 -0.020
C 2.957 -3.747 -1.531 -0.384
O 2.780 -2.536 -1.230 -0.268
C 2.031 -4.840 -1.136 -0.125
C 0.824 -4.639 -0.380 -0.086
N 0.208 -3.466 -0.271 0.052
C -1.097 -3.565 0.089 -0.254
C -1.753 -4.782 0.027 -0.061
C -2.872 -5.008 0.762 -0.077
C -3.547 -3.914 1.335 -0.042
C -3.126 -2.591 1.102 -0.162
C -3.895 -1.450 1.426 -0.002
C -3.364 -0.191 1.167 -0.061
C -2.060 -0.071 0.712 -0.165
N -1.273 -1.119 0.439 0.006
C -1.801 -2.397 0.541 -0.146
C 2.345 -6.181 -1.394 -0.111
H 5.525 -5.790 -2.569 0.097
H 4.886 -3.272 -2.437 0.117
H 0.572 -5.464 0.325 0.143
H -1.263 -5.571 -0.539 0.108
H -3.242 -6.035 0.917 0.113
H -4.444 -4.093 1.935 0.107
H -4.859 -1.631 1.892 0.113
H -3.915 0.738 1.341 0.107
H -1.606 0.925 0.599 0.083
H 1.700 -7.000 -1.116 0.102
C -1.024 -2.357 -5.051 -0.114
C -0.022 -1.192 -4.811 -0.677
C 0.309 -0.538 -6.151 -0.117
C 1.238 -1.900 -4.232 -0.131
P -0.570 0.039 -3.401 1.134
C 0.334 1.616 -3.891 -0.333
N 0.518 2.497 -2.778 -0.064
B 0.914 2.179 -1.443 -0.467
N 1.262 3.427 -0.817 -0.069
C 1.837 3.651 0.484 -0.325
P 1.093 2.468 1.743 1.080
C 2.403 2.130 3.068 -0.670
C 3.214 0.820 2.801 -0.183
C 1.778 1.893 4.482 -0.095
C 3.464 3.266 3.139 -0.116
C -0.270 3.653 2.534 -0.654
C -1.188 2.791 3.446 -0.110
C -1.136 4.224 1.418 -0.111
C 0.326 4.847 3.332 -0.093
C 1.180 4.432 -1.754 -0.193
C 1.227 5.826 -1.575 -0.025
C 0.708 6.667 -2.614 -0.108
C 0.346 6.090 -3.858 -0.129
C 0.344 4.692 -4.071 -0.035
C 0.691 3.881 -2.977 -0.165
C -2.356 0.441 -3.822 -0.715
C -3.240 -0.710 -3.280 -0.115
C -2.709 0.722 -5.297 -0.102
C -2.740 1.705 -3.043 -0.118
H -0.519 -3.149 -5.623 0.075
H -1.952 -2.057 -5.590 0.066
H -1.285 -2.789 -4.054 0.086
H -0.006 -1.242 -6.959 0.084
H 1.390 -0.356 -6.288 0.078
H -0.206 0.409 -6.337 0.051
H 1.544 -2.751 -4.914 0.100
H 1.020 -2.286 -3.242 0.042
H 2.073 -1.208 -4.093 0.073
H -0.165 2.177 -4.712 0.073
H 1.308 1.281 -4.349 0.100
H 1.703 4.687 0.855 0.068
H 2.968 3.556 0.489 0.097
H 2.646 -0.074 3.054 -0.042
H 4.130 0.804 3.426 0.097
H 3.624 0.714 1.812 0.012
H 1.017 1.079 4.457 0.069
H 1.292 2.794 4.918 0.059
H 2.583 1.632 5.196 0.091
H 4.153 3.265 2.264 0.076
H 4.112 3.120 4.010 0.076
H 3.075 4.282 3.195 0.060
H -1.575 1.843 2.995 0.070
H -2.057 3.425 3.732 0.083
H -0.695 2.550 4.395 0.051
H -1.420 3.470 0.697 0.064
H -0.658 4.982 0.787 0.075
H -2.081 4.653 1.788 0.087
H 1.013 4.564 4.117 0.045
H -0.526 5.364 3.772 0.079
H 0.845 5.551 2.676 0.070
H 1.568 6.252 -0.652 0.081
H 0.590 7.726 -2.485 0.074
H 0.029 6.744 -4.689 0.089
H -0.080 4.300 -4.999 0.094
H -3.433 -1.489 -4.029 0.062
H -4.240 -0.294 -2.983 0.086
H -2.792 -1.171 -2.397 0.053
H -2.411 -0.064 -5.964 0.039
H -2.259 1.662 -5.661 0.076
H -3.819 0.779 -5.415 0.092
H -2.462 1.646 -1.988 0.067
H -3.820 1.886 -3.093 0.078
H -2.256 2.608 -3.464 0.078
O 3.901 0.139 -0.342 -0.259
H 4.163 -0.628 -0.903 0.038
H 4.539 0.849 -0.545 0.073
O -3.132 -1.774 8.485 0.079
C -2.515 -2.818 7.875 -0.483
O -2.559 -3.901 8.439 0.070
C -1.883 -2.611 6.544 -0.172
C -1.874 -1.367 5.864 -0.033
C -0.990 -1.217 4.815 -0.125
C -0.168 -2.261 4.327 -0.720
S 1.052 -2.079 3.140 0.429
C -0.322 -3.529 4.967 -0.123
C -1.143 -3.688 6.050 -0.042
H -2.632 -0.955 8.415 0.098
H -2.509 -0.508 6.223 0.124
H -0.950 -0.290 4.315 0.058
H 0.296 -4.353 4.614 0.093
H -1.213 -4.650 6.591 0.126
```

Density functional theory data (ωB97M-V/def2-TZVPD) for 10 unconnected molecules or ions with the total composition C47H63B2F11O33Si2.

The SMILES is CCOB(O)[Si@@](CCCC(=O)OCC)(B(O)OC)C(F)(F)CC[Si](C)(C)c1ccccc1.O=C1OC[C@@H](F)O1.O=C1OC[C@@H](F)O1.O=C1OC[C@@H](F)O1.O=C1OC[C@@H](F)O1.O=C1OC[C@@H](F)O1.O=C1OC[C@@H](F)O1.O=C1OC[C@@H](F)O1.O=C1OC[C@@H](F)O1.O=C1OC[C@@H](F)O1. The frontier orbital gap comes out at 9.17 eV.

```
158
Properties=species:S:1:pos:R:3:lowdin_charge:R:1
C 6.361 2.346 2.266 -0.063
C 5.794 1.766 0.963 -0.229
O 4.602 2.390 0.480 0.031
B 3.603 2.529 1.412 -0.609
O 3.526 3.673 2.203 0.100
Si 2.186 1.117 1.619 0.932
C 2.780 -0.609 1.089 -0.214
C 3.076 -1.556 2.292 -0.217
C 2.047 -2.696 2.412 -0.082
C 2.083 -3.315 3.787 -0.432
O 2.190 -2.649 4.786 0.134
O 1.966 -4.692 3.953 -0.037
C 3.055 -5.450 3.402 -0.216
C 2.693 -6.442 2.279 -0.061
B 1.399 1.233 3.452 -0.673
O 0.990 2.497 3.837 0.103
O 1.214 0.204 4.337 -0.008
C 2.042 0.341 5.497 -0.068
C 0.776 1.639 0.386 -0.538
F 0.525 2.993 0.513 0.015
F 1.309 1.414 -0.872 0.019
C -0.489 0.801 0.454 -0.158
C -1.802 1.576 0.161 -0.208
Si -3.049 1.613 1.587 0.615
C -4.284 3.008 1.289 -0.146
C -2.243 1.940 3.264 -0.146
C -3.947 -0.046 1.653 -0.244
C -4.582 -0.404 2.797 -0.114
C -5.211 -1.593 2.902 -0.092
C -5.195 -2.429 1.840 -0.096
C -4.590 -2.068 0.698 -0.099
C -3.962 -0.879 0.575 -0.106
H 6.174 3.407 2.387 0.082
H 5.991 1.768 3.113 0.079
H 7.441 2.212 2.243 0.080
H 5.697 0.682 1.064 0.111
H 6.543 1.920 0.191 0.119
H 3.814 3.483 3.105 0.106
H 2.038 -1.065 0.446 0.072
H 3.714 -0.472 0.548 0.066
H 4.024 -2.046 2.061 0.109
H 3.225 -1.027 3.229 0.083
H 2.322 -3.462 1.689 0.113
H 1.048 -2.387 2.110 0.133
H 3.460 -6.074 4.194 0.114
H 3.828 -4.776 3.034 0.117
H 1.680 -6.818 2.332 0.053
H 3.343 -7.313 2.353 0.081
H 2.864 -6.037 1.286 0.063
H 0.628 2.950 3.066 0.057
H 1.490 0.116 6.404 0.099
H 2.456 1.347 5.603 0.089
H 2.886 -0.347 5.442 0.076
H -0.595 0.258 1.396 0.101
H -0.373 0.058 -0.316 0.112
H -2.320 1.016 -0.620 0.058
H -1.640 2.561 -0.250 0.067
H -4.877 2.758 0.416 0.008
H -3.726 3.928 1.150 0.024
H -4.920 3.071 2.169 0.034
H -1.624 1.090 3.550 0.034
H -3.042 1.998 4.005 0.032
H -1.715 2.890 3.308 0.025
H -4.575 0.290 3.625 0.100
H -5.678 -1.846 3.839 0.110
H -5.694 -3.381 1.929 0.112
H -4.621 -2.779 -0.113 0.103
H -3.485 -0.615 -0.349 0.087
O 0.685 -7.557 0.285 0.178
C 0.212 -6.698 -0.374 -0.539
O -0.735 -6.921 -1.322 0.063
C -1.159 -5.653 -1.816 -0.054
C 0.024 -4.784 -1.490 -0.314
F -0.362 -3.514 -1.215 0.069
O 0.534 -5.374 -0.307 0.128
H -2.063 -5.338 -1.289 0.147
H -1.367 -5.697 -2.882 0.140
H 0.801 -4.773 -2.254 0.163
O -5.682 -2.144 -2.358 0.178
C -5.840 -0.986 -2.557 -0.533
O -6.527 -0.476 -3.609 0.079
C -6.605 0.941 -3.430 -0.047
C -5.426 1.209 -2.530 -0.300
F -5.665 2.251 -1.697 0.071
O -5.343 0.013 -1.764 0.101
H -7.553 1.197 -2.953 0.147
H -6.536 1.459 -4.383 0.143
H -4.482 1.375 -3.054 0.177
O 0.956 -6.807 -3.843 0.153
C 0.884 -7.988 -3.696 -0.561
O 1.687 -8.704 -2.886 0.084
C 1.201 -10.055 -2.878 -0.031
C 0.449 -10.114 -4.184 -0.312
F -0.617 -10.945 -4.111 0.086
O -0.014 -8.779 -4.333 0.133
H 0.547 -10.203 -2.017 0.150
H 2.020 -10.766 -2.826 0.143
H 1.060 -10.382 -5.044 0.154
O -1.979 -8.827 -9.144 0.194
C -0.937 -8.530 -8.671 -0.536
O -0.390 -7.287 -8.718 0.077
C 0.797 -7.304 -7.920 -0.048
C 1.153 -8.771 -7.925 -0.305
F 1.755 -9.139 -6.761 0.063
O -0.108 -9.397 -8.006 0.130
H 0.569 -6.941 -6.916 0.140
H 1.572 -6.679 -8.357 0.141
H 1.772 -9.086 -8.767 0.175
O -0.146 -10.622 3.726 0.184
C -0.262 -9.672 4.423 -0.543
O 0.157 -8.421 4.101 0.063
C -0.284 -7.537 5.138 -0.051
C -0.457 -8.480 6.302 -0.317
F -1.460 -8.083 7.125 0.074
O -0.831 -9.688 5.668 0.131
H -1.225 -7.070 4.842 0.147
H 0.451 -6.758 5.327 0.134
H 0.448 -8.643 6.890 0.173
O -3.785 4.597 -4.489 0.167
C -3.316 5.374 -3.721 -0.549
O -2.439 6.355 -4.051 0.073
C -2.227 7.155 -2.878 -0.049
C -2.593 6.199 -1.776 -0.312
F -3.135 6.846 -0.718 0.081
O -3.591 5.395 -2.387 0.129
H -2.891 8.021 -2.905 0.154
H -1.203 7.500 -2.815 0.114
H -1.772 5.565 -1.431 0.173
O 0.239 9.921 -2.749 0.180
C 0.487 9.593 -3.863 -0.539
O 0.245 8.349 -4.345 0.042
C 0.538 8.359 -5.747 -0.041
C 1.495 9.523 -5.851 -0.305
F 1.378 10.158 -7.039 0.083
O 1.042 10.386 -4.815 0.150
H -0.380 8.532 -6.310 0.149
H 0.973 7.415 -6.063 0.143
H 2.542 9.268 -5.679 0.176
O 1.744 8.854 3.961 0.170
C 1.339 7.792 3.616 -0.538
O 1.776 6.617 4.118 0.094
C 0.988 5.571 3.545 -0.055
C 0.494 6.215 2.276 -0.298
F -0.736 5.757 1.929 0.070
O 0.396 7.587 2.642 0.127
H 0.172 5.314 4.222 0.154
H 1.590 4.689 3.362 0.099
H 1.170 6.113 1.424 0.178
O 4.585 11.416 -0.713 0.172
C 3.592 11.184 -0.108 -0.550
O 3.537 10.441 1.027 0.078
C 2.193 10.506 1.527 -0.046
C 1.417 10.856 0.280 -0.313
F 0.339 11.627 0.567 0.078
O 2.351 11.628 -0.459 0.132
H 2.120 11.288 2.284 0.152
H 1.899 9.571 1.963 0.090
H 1.097 10.001 -0.318 0.155
```

Quick rundown of E_HOMO, same order as above: -3.0; -9.3 eV
Quick rundown of E, same order as above: -6052.9253; -6039.1415 hartree